Record 1
Formula: C20H22BCl44O3S2
Source: OMol25
Level of theory: ωB97M-V/def2-TZVPD

Geometry (Å):
C 1.85082 4.21718 1.62343
O 0.50562 4.00081 1.83330
C 0.22088 2.64317 1.88451
C 0.49041 2.10342 3.24988
C 0.23702 0.63596 3.39455
C 1.28285 -0.25680 2.81862
C 1.19538 -0.48267 1.33572
C -0.13576 -0.95925 0.83621
C -0.08007 -0.96420 -0.67618
C 0.36669 -2.28612 -1.23598
S 2.11700 -2.17799 -1.77783
S 2.13170 -1.35080 -3.67590
B 2.79535 -3.96369 -1.88606
O 3.51988 -4.36003 -0.86702
O 2.54201 -4.68975 -2.96622
H 2.02252 5.25310 1.63877
H 2.45701 3.75672 2.35369
H 2.09971 3.83926 0.66120
H -0.79541 2.54583 1.63480
H 0.81425 2.16660 1.13884
H -0.18338 2.60261 3.87849
H 1.44748 2.40358 3.57258
H 0.22332 0.44060 4.42842
H -0.73168 0.40114 3.06109
H 1.18650 -1.20570 3.26911
H 2.26271 0.05960 3.03710
H 1.89115 -1.25335 1.10842
H 1.51469 0.34224 0.76741
H -0.26940 -1.96693 1.11214
H -0.94999 -0.36610 1.12919
H 0.59720 -0.23611 -1.02340
H -1.01017 -0.74113 -1.09020
H -0.17315 -2.48745 -2.11700
H 0.25524 -3.11254 -0.58601
H 3.17283 -0.48492 -3.52255
H 4.00968 -3.63154 -0.55217
H 1.75664 -5.16648 -2.82949
C -4.48704 0.02999 -2.59542
Cl -3.23628 -0.79244 -3.54784
Cl -5.57030 0.88084 -3.68970
Cl -5.38919 -1.15754 -1.66128
Cl -3.72541 1.18919 -1.49787
C -3.78882 -4.52482 0.61367
Cl -5.46527 -4.03972 0.36766
Cl -3.56829 -6.17806 0.04344
Cl -2.69563 -3.44313 -0.26925
Cl -3.40039 -4.43930 2.32948
C -2.12555 4.99737 5.87393
Cl -3.84771 5.21381 5.55747
Cl -1.43558 6.50626 6.45920
Cl -1.90190 3.72968 7.08342
Cl -1.29919 4.53720 4.38538
C 6.43510 2.92383 0.96304
Cl 8.00455 2.18822 0.63794
Cl 6.25522 3.17535 2.70020
Cl 6.31995 4.46119 0.10797
Cl 5.15936 1.83823 0.39741
C -7.15820 -2.35068 -5.42694
Cl -5.71838 -3.21037 -4.86963
Cl -8.16141 -1.92804 -4.03548
Cl -6.66937 -0.87669 -6.27806
Cl -8.06429 -3.40911 -6.50675
C 6.23328 8.25147 1.83347
Cl 6.49448 6.59123 2.36874
Cl 4.65974 8.85393 2.36753
Cl 7.49396 9.28738 2.50011
Cl 6.31021 8.29523 0.06790
C -10.38594 0.09736 -8.22065
Cl -12.12946 0.35898 -8.21339
Cl -9.86341 -0.46292 -6.63166
Cl -9.97601 -1.12023 -9.43079
Cl -9.56306 1.61062 -8.60685
C 3.41153 -8.15609 -1.25819
Cl 1.75731 -7.57174 -1.53936
Cl 3.53482 -9.81703 -1.82203
Cl 4.57215 -7.14830 -2.12810
Cl 3.75672 -8.09237 0.46806
C 0.36116 9.97229 4.38291
Cl -0.69076 8.60515 4.02400
Cl -0.39451 11.45817 3.80913
Cl 0.60168 10.07099 6.12824
Cl 1.92739 9.78252 3.58106
C 6.33468 -0.15547 -3.47417
Cl 4.94030 0.92122 -3.22924
Cl 5.81470 -1.84330 -3.33363
Cl 7.00520 0.11838 -5.07394
Cl 7.54722 0.18915 -2.25053
C -2.97144 -10.14070 2.31620
Cl -1.40802 -10.94374 2.15194
Cl -3.19015 -9.61216 3.98352
Cl -3.02736 -8.72862 1.24835
Cl -4.25992 -11.26090 1.87789

Results
Calculated total energy (a.u.): -22070.2903
HOMO energy (eV): -11.54
Lowest unoccupied orbital energy (eV): -3.7
Net charge: +1
HOMO-LUMO gap (eV): 7.8
Strongest force on any atom (Eh/bohr): 0.049


Record 2
Formula: C3H6FNO2P
Source: OMol25
Level of theory: ωB97M-V/def2-TZVPD

Geometry (Å):
H 0.44230 1.66607 -1.95482
N -0.37618 1.33576 -1.63181
C 0.28096 0.45520 -0.27876
C -0.56690 -0.63599 0.30860
C -2.01565 -0.57513 0.34869
F -0.25777 -1.85786 -0.35103
P 2.05253 -0.02246 -0.33607
O 2.24565 -0.79455 0.91892
O 2.83362 1.44983 -0.03208
H -0.12229 -0.84766 1.26863
H -2.35838 -0.67903 -0.65823
H -2.52816 -1.38535 0.81505
H -2.36562 0.40395 0.66218
H 2.73589 1.48722 0.92072

Results
Calculated total energy (a.u.): -764.3112
HOMO energy (spin up / spin down) (eV): -3.39 / -3.33
Lowest unoccupied orbital energy (spin up / spin down) (eV): 3.3 / 3.8
Net charge: -1
HOMO-LUMO gap (spin up / spin down) (eV): 6.7 / 7.2
ΔE to the lowest compared entry with this formula, charge and spin (kcal per mole): 136.5
Strongest force on any atom (Eh/bohr): 0.170
SMILES: [H]/N=C(/[C@@H](C)F)P([O-])O